DFT (ωB97M-V with the def2-TZVPD basis set) results for a 3-piece molecular cluster, C17H39ClFN4O5P overall.

As for the LUMO energy: 0.0171 Ha. As for the orbital gap: 9.67 eV. The energy above the lowest of the compared OMol25 structures with the same formula, charge and spin is 0.00 kcal/mol. The SMILES is CCCN[C@@]1([PH2]=N)OC(=O)O[C@@]1(Cl)CCCF.COC[C@@H](C)N.COC[C@@H](C)N. Its HOMO energy is -0.33834 Eh. The calculation puts the molar mass at 464.95 g/mol. Its net charge is 0.

```
68
Properties=species:S:1:pos:R:3:lowdin_charge:R:1
H 0.83336 -1.56343 -1.53131 0.099
H -0.74955 2.30411 4.78775 0.069
H -2.18387 -1.51214 -2.07454 0.091
C -0.91925 -2.16016 -0.42358 -0.148
H -1.84815 0.95463 -3.19400 0.007
C -1.60901 -2.38405 -1.75459 -0.220
C 0.27180 1.93412 0.93367 -0.579
H -4.20809 0.95378 5.23852 0.120
H -4.17727 -0.86546 -1.10039 0.064
C 0.38765 -1.36773 -0.55358 -0.147
H 0.19771 0.27636 -3.22457 -0.007
H -1.92461 1.45911 8.10099 0.076
H 4.84109 0.03760 -1.47872 0.067
C 4.32568 -0.77951 -4.58732 -0.212
C -3.17883 1.07817 4.87532 -0.208
H -3.09655 -2.12052 4.23810 0.086
H 6.92405 0.64572 -6.41711 0.076
H -4.11441 -0.11938 1.88145 0.100
H 3.70278 -1.64226 -4.83928 0.120
H -0.88678 -2.66588 -2.52663 0.121
C 5.50055 -0.73240 -5.57126 -0.438
H 5.95493 -2.72618 -5.53418 0.070
C -4.35558 -1.05045 -0.03955 -0.099
H -4.06839 -1.23043 5.42891 0.092
C -3.07691 -1.31576 4.97292 -0.103
H -2.42832 1.58782 1.19986 0.127
H -1.84142 -0.05910 1.24790 0.109
O -2.72576 -0.12869 4.28939 -0.209
H -2.60710 2.65960 6.15477 0.136
H 3.70392 0.12111 -4.68573 0.119
H 5.06081 -0.83819 -6.56868 0.135
H 4.44319 1.06411 -2.87197 0.076
O -0.37716 2.28332 -0.20296 0.049
H 1.10292 -1.73259 0.18762 0.132
N -2.07820 0.70498 -0.70340 0.001
C -2.39019 0.88035 7.30449 -0.069
H 5.60145 1.43928 -5.55050 0.079
H -1.87858 -0.08183 7.26176 0.065
C -2.50852 0.61056 0.70491 -0.207
H -3.43368 0.70291 7.57197 0.078
H -4.61869 0.98092 0.61164 0.110
H -0.67337 -3.15015 -0.02732 0.128
C 0.37668 0.13917 -0.37587 -0.652
H 6.91027 0.64887 -4.66132 0.065
H 0.13099 3.42191 -2.59100 -0.026
O 0.46123 0.56806 0.95082 0.044
C 6.27482 0.58031 -5.54493 -0.069
N -0.86557 1.69586 5.59253 0.047
N 6.43628 -1.84373 -5.39360 0.037
P -0.56819 1.37582 -2.79350 0.745
H -0.57416 0.77538 5.27633 0.071
H 6.73561 -1.85611 -4.42258 0.070
C -3.95088 0.13855 0.83091 -0.222
O 4.69511 -0.96444 -3.23436 -0.195
C 5.04460 0.21359 -2.53414 -0.139
C -2.27380 1.63081 5.98251 -0.436
H -2.35245 -1.57543 5.74820 0.076
F -2.50655 -3.43254 -1.63255 -0.053
H -2.64119 1.44314 -1.12356 0.123
O 0.62219 2.66269 1.78785 0.204
H -5.42487 -1.24046 0.08586 0.076
H -3.20212 1.80552 4.05902 0.118
H 6.10278 0.46380 -2.64277 0.077
Cl 1.96927 0.71872 -1.16418 0.754
N -0.13329 2.77118 -3.32223 -0.276
H -1.61173 -1.70579 0.28236 0.084
H -3.84048 -1.96916 0.25503 0.068
C -0.70822 1.08200 -0.94559 -0.549
```

DFT (ωB97M-V with the def2-TZVPD basis set) results for a 2-piece molecular cluster, C17H39FN3 overall.

As for the LUMO energy: -0.0886 Ha. As for the orbital gap: 10.11 eV. Its HOMO energy is -0.46009 Eh. The calculation puts the molar mass at 304.52 g/mol. Its net charge is +1.

```
60
Properties=species:S:1:pos:R:3:lowdin_charge:R:1
H -5.26899 3.66053 -4.66878 0.072
C 0.10520 -2.34335 0.34478 -0.107
H -0.28652 1.65246 -0.01895 0.132
H 1.57593 2.37989 2.31893 0.108
H -1.22033 -1.14478 1.61251 0.125
C 1.44301 -1.86064 2.42462 -0.039
H -0.43170 -0.15513 3.43094 0.110
C -2.15758 -0.34087 -2.67243 -0.116
C 1.44358 -2.57321 1.08185 -0.319
H 2.11619 0.10471 2.30851 0.158
C 0.06763 1.46728 0.99804 -0.114
H -6.51240 2.75333 -3.81005 0.078
C 5.09680 0.79512 2.99562 -0.097
N 2.55012 -2.07657 0.26834 -0.034
H -0.56747 -3.18779 0.48765 0.124
F 2.26460 2.17939 0.43954 -0.042
H 6.07678 1.22234 3.19960 0.074
H -2.75411 1.72498 -2.57899 0.102
C -2.98632 0.78803 -2.06598 -0.275
C -5.43475 2.85605 -3.95218 -0.108
H -5.24368 1.30463 -5.42513 0.107
H 1.28785 -0.10787 0.24916 0.144
C -0.56421 -1.01836 0.74369 -0.116
H -2.69089 0.93772 -1.02010 0.083
H 2.37069 -1.97543 2.97992 0.122
H 3.83863 -2.74454 1.81571 0.102
H -1.08742 -0.12943 -2.59355 0.065
C 5.19347 -0.64863 2.46525 -0.247
C 4.55222 -0.83990 1.08203 -0.185
C -5.07365 0.36609 -3.50976 -0.225
H 0.32898 -2.30081 -0.72395 0.121
H 5.28812 -0.64957 0.29948 0.120
C 1.18922 2.44877 1.29363 -0.174
N 0.55794 0.05447 3.51693 0.139
C 3.89574 -2.21456 0.85937 -0.194
C -4.49161 0.52868 -2.10416 -0.226
H -0.77330 1.65508 1.67252 0.131
H 3.77178 -0.08313 0.93446 0.077
H 2.53803 -2.55791 -0.62238 0.122
H 4.60965 1.45074 2.26757 0.059
H -6.15173 0.20665 -3.41722 0.113
H -1.20507 -0.66064 -0.06150 0.097
H 4.51828 0.84847 3.92115 0.067
H 4.73791 -1.34237 3.18001 0.091
H -2.37911 -0.48270 -3.72963 0.072
H -4.71083 -0.37726 -1.52929 0.110
H 4.50354 -2.84719 0.21221 0.124
H 0.64174 -2.24552 3.05267 0.141
C 0.51362 0.01607 1.00618 -0.256
H 1.52682 -3.64391 1.31905 0.156
H -4.67660 -0.54312 -3.96925 0.102
N 1.20729 -0.36536 2.30651 -0.079
H 0.86158 3.47734 1.14013 0.132
H -5.00275 3.17250 -3.00090 0.063
H -3.75131 1.68212 -4.60572 0.097
C -4.82556 1.54807 -4.44596 -0.268
H -5.00366 1.34398 -1.58720 0.103
H 6.24562 -0.92993 2.41199 0.109
H -2.35606 -1.28791 -2.16182 0.072
H 0.68903 1.05286 3.63438 0.098
```

DFT (ωB97M-V with the def2-TZVPD basis set) results for C17H39HoOP3Se as an isolated structure at a distorted geometry.

As for the LUMO energy (spin up / spin down): -0.4276 / -0.4229 Ha. As for the orbital gap (spin up / spin down): 4.72 / 4.85 eV. Its HOMO energy (spin up / spin down) is -0.60112 / -0.60119 Eh. The calculation puts the molar mass at 596.31 g/mol. The spin multiplicity is 5. Its net charge is +3.

```
62
Properties=species:S:1:pos:R:3:lowdin_charge:R:1
H -0.72688 4.37026 -3.47931 0.118
C 3.04749 0.85833 2.89726 -0.247
C -1.20388 3.47424 -3.89749 -0.089
H 3.46803 1.06899 -0.36251 0.045
H 3.66753 -2.13889 -2.60823 0.080
C -2.84917 0.83367 1.75372 -0.242
H 3.62219 0.91730 1.95924 0.034
H 3.20970 -0.12026 3.38533 0.062
C 4.21797 -1.82452 0.42827 -0.232
C -1.80880 3.53645 -5.16199 -0.031
H 0.87245 1.84698 4.78568 0.078
C 0.46073 1.03856 4.17051 -0.246
H -2.31901 1.52881 2.42835 0.046
H 4.00940 0.21507 -1.85380 0.073
C -2.53630 -1.30909 3.69406 -0.234
P 1.26622 0.96346 2.54208 0.693
C -1.92062 1.17417 -3.66807 -0.139
H -0.39096 0.53011 -1.03794 -0.226
H -0.62351 1.18918 4.04594 0.034
C 1.01683 2.60309 1.77674 -0.283
H 4.31488 -1.27386 1.37042 0.032
H 1.37013 3.39970 2.43636 0.076
H 3.37240 1.65709 3.57435 0.079
H -0.06444 2.72684 1.57521 0.032
H 5.13210 -1.67617 -0.16453 0.083
H 2.32465 0.84561 -1.70679 -0.009
C 3.17042 0.37469 -1.16527 -0.255
H -0.28432 -0.90001 -2.37395 0.081
P -2.25452 -0.90479 1.93911 0.717
H 0.65899 0.06996 4.66606 0.064
H -2.98928 0.32749 -5.32396 0.121
H -3.51512 -2.90888 1.49741 0.066
H -2.88329 2.43236 -6.69775 0.130
H -1.79570 4.47097 -5.74286 0.134
H 4.14375 -2.89386 0.66284 0.062
H -2.58464 -2.39668 3.84267 0.066
H 2.85745 -3.40214 -1.64307 0.067
Ho 0.19121 -0.70186 0.53079 1.130
H -2.01108 0.27496 -3.08176 0.053
C -1.19045 2.25734 -3.16151 -0.534
H -2.70816 1.19951 0.71812 0.041
H 0.07847 -3.20371 -1.41188 0.093
O 0.58469 -2.70253 1.77625 -0.153
H -1.88053 -0.80202 -1.54406 0.072
C -3.57623 -1.87468 1.13874 -0.245
H 1.58094 2.62762 0.82348 0.023
H -3.47777 -0.88586 4.06931 0.083
Se -0.18384 2.04535 -1.53283 0.984
H -3.43400 -1.88075 0.04794 0.035
H -1.52495 -3.11126 -0.58267 0.094
H -3.92018 0.81822 1.99587 0.072
H 1.38953 -3.25544 1.72743 0.107
C -0.89295 -1.25350 -1.54381 -0.256
C 2.80456 -2.35407 -1.96459 -0.244
H 1.88865 -2.22696 -2.55932 0.039
C -2.49793 1.21392 -4.93422 -0.049
H -4.57959 -1.48333 1.35393 0.080
H -0.00344 -3.06178 2.46740 0.102
P 2.73614 -1.28257 -0.48770 0.716
C -0.68002 -2.53261 -0.98274 -0.080
H -1.70798 -0.91828 4.28827 0.027
C -2.43799 2.39010 -5.69453 -0.029
```